[1]
{
  "formula": "C4H9O2S",
  "method": "wB97M-V/def2-TZVPD",
  "species": ["C", "C", "S", "C", "H", "H", "H", "H", "H", "H", "H", "H", "O", "C", "O", "H"],
  "positions_angstrom": [[-0.2124, 1.8434, -0.9803], [-0.2386, 1.1728, 0.3937], [1.4773, 0.8943, 0.9648], [1.3815, -0.8992, 1.2705], [-1.2446, 2.0431, -1.3300], [0.2671, 1.1924, -1.7117], [0.3557, 2.8071, -0.9546], [-0.7070, 0.1821, 0.2870], [-0.7617, 1.7475, 1.1931], [0.8135, -1.0636, 2.2121], [0.8113, -1.3455, 0.4423], [2.4055, -1.2663, 1.3837], [-1.3030, -1.8264, 0.4383], [-1.0895, -1.8341, -0.7927], [-0.2564, -1.0943, -1.4017], [-1.6987, -2.5533, -1.4147]],
  "forces_ev_per_a": [[-0.107, 0.903, 0.159], [-0.026, 0.080, 0.144], [-0.136, -0.254, -0.005], [-0.447, 0.232, 0.601], [0.412, 0.008, 0.134], [-0.084, -0.072, 0.218], [-0.477, -0.543, -0.007], [0.237, 0.549, 0.325], [0.228, -0.171, -0.739], [0.420, -0.060, -0.593], [0.692, 0.099, 0.404], [-0.156, -0.052, -0.121], [-0.531, -0.445, -0.190], [0.663, 0.753, -0.313], [-0.877, -1.191, -0.094], [0.188, 0.163, 0.078]],
  "mulliken_charge": [-1.03, -0.18, -0.24, -0.59, 0.29, 0.27, 0.31, 0.04, 0.36, 0.19, 0.11, 0.34, -0.64, -0.02, -0.63, 0.42],
  "homo_energy_ev": -4.287,
  "lumo_energy_ev": 3.6,
  "de_lowest_kcal_mol": 15.1,
  "multiplicity": 1,
  "largest_force_ev_per_a": 1.5,
  "molar_mass_g_mol": 121.181,
  "gap_ev": 7.849,
  "charge": -1
}

[2]
{
  "formula": "C11H23N2O4P2Ti",
  "method": "wB97M-V/def2-TZVPD",
  "species": ["Ti", "P", "C", "C", "N", "C", "C", "C", "C", "C", "P", "H", "H", "H", "H", "H", "H", "H", "H", "O", "H", "H", "O", "H", "C", "H", "H", "H", "C", "H", "H", "H", "C", "H", "H", "H", "C", "H", "H", "H", "O", "N", "O"],
  "positions_angstrom": [[-1.4090, -0.7806, 1.4628], [0.4991, -1.3282, 2.7529], [1.3775, -2.2337, 1.4163], [1.1079, -1.7513, 0.0106], [-0.0317, -1.0807, -0.2356], [-0.3036, -0.6321, -1.4786], [0.5719, -0.8868, -2.5354], [1.7398, -1.6038, -2.2996], [2.0031, -2.0396, -1.0143], [-1.6305, 0.0579, -1.7130], [-1.6213, 1.7792, -2.2107], [2.8883, -2.6105, -0.7579], [0.2995, -0.5709, -3.5480], [2.4269, -1.8441, -3.1179], [-1.9633, -0.2818, -2.7159], [-2.4072, -0.1492, -0.9371], [2.3792, -2.1482, 1.6161], [1.1104, -3.2980, 1.5119], [3.9774, 3.1763, 0.5707], [3.5479, 2.4878, 0.1260], [4.2197, 2.1509, -0.4890], [-1.1041, 3.5582, -1.0491], [-0.9058, 2.8805, -0.4634], [-1.7508, 2.5680, -0.0612], [-0.3649, 2.2182, -3.3548], [-0.7550, 1.7868, -4.2895], [-0.2340, 3.3058, -3.4848], [0.5875, 1.7324, -3.0798], [-3.2436, 2.5096, -2.3125], [-3.3410, 3.5682, -2.0010], [-3.4884, 2.4533, -3.3802], [-3.9849, 1.9205, -1.7474], [0.3092, -2.5271, 4.0958], [1.0284, -2.3408, 4.9054], [-0.7076, -2.4326, 4.5045], [0.4419, -3.5548, 3.7319], [1.7258, -0.1177, 3.3041], [1.1986, 0.6737, 3.8499], [2.4729, -0.5566, 3.9782], [2.2419, 0.3393, 2.4507], [-3.5130, -1.2969, 3.6280], [-2.6787, -1.0636, 2.8259], [-2.7164, -2.0372, 1.5352]],
  "forces_ev_per_a": [[-2.717, -1.380, -0.158], [1.408, -0.824, 0.321], [-2.048, -0.518, -0.404], [-0.046, -0.129, -0.055], [-0.241, 0.806, -0.012], [0.660, -0.390, -0.208], [-0.625, 0.198, -0.085], [0.141, -0.120, -0.135], [0.089, 0.016, 0.307], [-0.181, -0.671, -1.079], [-0.236, -0.183, 0.649], [-0.013, 0.063, -0.227], [0.197, -0.178, 0.385], [-0.304, 0.141, 0.320], [-0.457, -0.973, 0.791], [0.412, 0.080, -0.720], [2.711, -0.041, 0.336], [0.013, 0.254, -0.179], [0.961, 1.702, 1.131], [-0.713, -1.905, -1.401], [-0.295, 0.144, 0.273], [-0.630, 2.905, -1.091], [0.615, -2.165, 3.391], [0.738, 1.048, 0.062], [0.103, -0.189, -1.119], [0.671, 0.315, -0.270], [-0.086, -0.445, 0.161], [-0.434, 0.353, -0.072], [-0.685, 0.074, -0.831], [0.364, -0.505, -0.079], [-0.510, 0.193, 0.151], [0.345, 0.092, -0.222], [-0.328, -0.242, 0.487], [-0.170, -0.035, -0.292], [0.345, -0.125, -0.036], [-0.078, 0.307, 0.080], [0.048, 0.600, 0.224], [0.234, -0.076, -0.028], [-0.221, -0.047, -0.235], [-0.162, -0.053, 0.113], [2.147, 0.425, -1.336], [-2.966, 0.532, 1.616], [1.943, 0.944, -0.526]],
  "mulliken_charge": [0.46, 0.96, -1.26, 0.43, 0.11, 0.92, -0.69, -0.66, -0.81, -1.14, 0.28, 0.52, 0.54, 0.47, 0.38, 0.59, 0.66, 0.44, 0.30, -0.61, 0.32, 0.38, -0.50, 0.41, -1.12, 0.38, 0.42, 0.42, -1.00, 0.41, 0.39, 0.41, -1.18, 0.40, 0.36, 0.36, -1.26, 0.39, 0.41, 0.38, -0.36, 0.24, -0.55],
  "homo_energy_ev": [-13.259, -13.286],
  "lumo_energy_ev": [-6.7, -6.9],
  "de_lowest_kcal_mol": 101.5,
  "multiplicity": 2,
  "largest_force_ev_per_a": 4.1,
  "molar_mass_g_mol": 357.130,
  "gap_ev": [6.581, 6.391],
  "charge": 2
}